1.
{"formula": "C8H9AlBF10O4", "method": "the ωB97M-V functional and the def2-TZVPD basis", "multiplicity": 1, "total_charge": -1, "elements": ["C", "B", "O", "Al", "C", "F", "F", "C", "F", "F", "C", "F", "F", "C", "F", "F", "F", "H", "H", "H", "H", "H", "H", "C", "C", "O", "C", "O", "O", "F", "H", "H", "H"], "positions_angstrom": [[2.56, -3.46, -0.27], [2.71, -2.38, -1.48], [3.67, -2.63, -2.54], [1.57, -0.61, -1.68], [0.22, -0.33, -0.16], [0.57, -1.16, 0.96], [0.43, 1.03, 0.33], [-1.33, -0.39, -0.54], [-2.09, -0.39, 0.69], [-1.70, 0.83, -1.18], [-1.81, -1.60, -1.44], [-1.39, -1.53, -2.78], [-3.24, -1.48, -1.52], [-1.54, -3.07, -0.88], [-2.67, -3.85, -1.23], [-1.44, -3.16, 0.50], [-0.47, -3.71, -1.54], [2.73, -4.50, -0.74], [1.51, -3.50, 0.18], [3.33, -3.33, 0.56], [3.22, -2.30, -3.35], [2.67, 0.57, -1.56], [0.97, -0.47, -3.15], [-0.65, 3.68, 1.44], [-0.77, 3.44, 2.92], [-0.72, 4.75, 3.45], [-1.24, 5.56, 2.49], [-1.60, 6.69, 2.68], [-1.30, 4.94, 1.28], [0.28, 2.74, 3.39], [0.39, 3.76, 1.11], [-1.15, 2.90, 0.86], [-1.70, 2.96, 3.22]], "nbo_charge": [-1.028, 0.506, -0.933, 0.628, 0.274, -0.368, -0.389, 0.584, -0.349, -0.323, 0.568, -0.285, -0.322, 0.930, -0.331, -0.293, -0.301, 0.209, 0.228, 0.231, 0.490, -0.355, -0.368, -0.137, 0.444, -0.493, 0.963, -0.576, -0.479, -0.321, 0.213, 0.233, 0.151]}

2.
{"formula": "C4H11N2O3", "method": "the ωB97M-V functional and the def2-TZVPD basis", "multiplicity": 1, "relative_energy_kcal_mol": 62.0, "total_charge": -1, "elements": ["O", "C", "N", "C", "C", "N", "C", "O", "H", "H", "H", "H", "H", "H", "H", "H", "H", "H", "H", "O"], "positions_angstrom": [[-0.30, 0.88, -2.65], [-0.48, 0.42, -1.56], [-1.17, -0.77, -1.62], [-1.27, -1.88, -0.62], [0.15, 1.05, -0.35], [1.59, 0.67, -0.19], [1.72, 0.24, 1.20], [0.76, -0.70, 1.45], [-1.66, -1.01, -2.60], [-1.15, -1.51, 0.36], [-0.31, -2.49, -0.61], [-2.19, -2.44, -0.63], [0.15, 2.14, -0.66], [-0.53, 1.08, 0.55], [1.72, -0.19, -0.83], [1.47, 1.15, 1.80], [2.71, -0.14, 1.28], [-1.58, 0.30, 3.04], [-0.23, -0.08, 2.45], [-0.72, 0.43, 3.26]], "nbo_charge": [-0.654, 0.659, -0.634, -0.440, -0.330, -0.640, 0.099, -0.968, 0.387, 0.252, 0.197, 0.181, 0.195, 0.229, 0.333, 0.116, 0.121, 0.429, 0.504, -1.036]}

Quick rundown of LUMO, same order as above: 2.74; 3.63 eV